The following is a DFT calculation (ωB97M-V/def2-TZVPD) of the molecule C5H10O2.

Values from the calculation:
Lowest unoccupied orbital energy, Eh: 0.029
SMILES: C[C@@H]1[C@H](O)C[C@@H]1O
Molecular weight, g/mol: 102.1
Net charge: 0
E_tot, eV: -9441.2142
Frontier orbital gap, eV: 10.6
Energy relative to the best compared isomer or geometry (same formula, charge and spin), eV: 1.8288

XYZ file:
```
17
Properties=species:S:1:pos:R:3:forces:R:3:mulliken_charge:R:1
C -1.7696 -0.4019 -0.2410 -0.06 -0.02 -0.01 -1.42
C -0.6075 0.1196 0.5823 -0.10 -0.03 -0.02 0.33
C 0.3363 1.1595 -0.0840 0.08 0.08 0.22 -0.15
O 0.3305 1.1092 -1.5017 -0.21 0.13 -0.12 -0.56
C 1.5474 0.3594 0.4246 0.14 0.03 0.05 -0.84
C 0.6163 -0.8206 0.7907 0.02 0.06 0.33 -0.24
O 0.6964 -1.9323 -0.0671 0.05 0.08 -0.30 -0.59
H -2.4265 0.4167 -0.5615 0.05 -0.11 0.09 0.33
H -2.3701 -1.1144 0.3329 0.07 0.10 -0.08 0.40
H -1.4146 -0.9173 -1.1377 -0.09 0.09 0.12 0.29
H -0.9510 0.4870 1.5576 0.04 0.01 -0.17 0.37
H 0.2401 2.1966 0.2699 0.03 -0.20 -0.09 0.37
H -0.4917 1.5123 -1.8129 0.19 -0.13 0.00 0.33
H 2.0514 0.8121 1.2827 -0.09 -0.06 -0.09 0.26
H 2.2913 0.1333 -0.3472 -0.12 0.06 0.11 0.32
H 0.7191 -1.2191 1.8036 0.01 0.05 -0.14 0.43
H 0.7639 -1.5942 -0.9710 -0.02 -0.13 0.10 0.38
```
Forces are in eV/Å.